No. 1
Here is a 7-piece molecular cluster, C39H93Cl2N7O9 overall in a non-equilibrium geometry from the Open Molecules 2025 dataset. Energies are from ωB97M-V/def2-TZVPD.

* HOMO level: -0.329 Ha
* SMILES: CCCCCCCCCCCOC(=O)N(O)/C(Cl)=C(\C)Cl.COC[C@@H](C)N.COC[C@@H](C)N.COC[C@@H](C)N.COC[C@@H](C)N.COC[C@@H](C)N.COC[C@@H](C)N

Atoms and positions in Å:
C (11.148632, -1.462400, -1.814677)
C (11.004387, 0.067798, -1.611801)
C (9.651377, 0.363875, -0.955777)
C (9.243464, 1.848955, -1.006573)
C (7.825152, 2.031892, -1.564232)
C (7.350445, 3.482632, -1.381380)
C (6.425852, 3.629897, -0.151161)
C (5.131146, 2.798442, -0.302738)
C (3.850782, 3.668230, -0.386474)
C (2.628723, 2.805985, 0.011457)
C (1.344053, 3.185533, -0.725966)
O (1.068899, 2.341383, -1.858583)
C (0.241605, 1.313634, -1.614070)
O (0.593388, 0.226265, -1.781248)
N (-1.101758, 1.540386, -1.191181)
O (-1.489744, 2.892602, -1.308664)
C (-1.995518, 0.801490, -2.016793)
Cl (-2.266938, 1.501607, -3.598827)
C (-2.574116, -0.280573, -1.615927)
C (-2.344346, -0.849211, -0.252037)
Cl (-3.679116, -1.075212, -2.698105)
H (11.541366, -1.926511, -0.912283)
H (11.821813, -1.690822, -2.638416)
H (10.170208, -1.893779, -2.020020)
H (11.785955, 0.344217, -0.906703)
H (11.118270, 0.577976, -2.564407)
H (8.864488, -0.224013, -1.431615)
H (9.708944, 0.005446, 0.074050)
H (9.965816, 2.463392, -1.543137)
H (9.206385, 2.245523, 0.012557)
H (7.806473, 1.768643, -2.622147)
H (7.184162, 1.354132, -1.003097)
H (8.194270, 4.150591, -1.206978)
H (6.804024, 3.836256, -2.257211)
H (7.011995, 3.284596, 0.700893)
H (6.137947, 4.677781, -0.070455)
H (5.185361, 2.263574, -1.252789)
H (5.006886, 2.055981, 0.483077)
H (3.758122, 3.978813, -1.427698)
H (3.940337, 4.511375, 0.291917)
H (2.873728, 1.746192, -0.041340)
H (2.448455, 3.020070, 1.067894)
H (1.467226, 4.196195, -1.114115)
H (0.516011, 3.228843, -0.020412)
H (-1.481665, 3.220290, -0.398253)
H (-2.472532, -1.927114, -0.312094)
H (-1.338580, -0.601681, 0.066275)
H (-3.069157, -0.423886, 0.438380)
C (-6.912228, -1.436421, 5.252583)
O (-6.167013, -2.385342, 4.512360)
C (-6.440185, -2.410576, 3.122630)
C (-5.721660, -1.323412, 2.308951)
C (-6.337544, 0.064173, 2.452053)
N (-4.297245, -1.242730, 2.646047)
H (-7.923140, -1.312069, 4.853980)
H (-6.399454, -0.471420, 5.277975)
H (-6.985588, -1.798101, 6.278695)
H (-6.083529, -3.383598, 2.773016)
H (-7.523711, -2.390292, 2.944909)
H (-5.805493, -1.605993, 1.254341)
H (-6.073051, 0.539786, 3.396941)
H (-5.976729, 0.718627, 1.657515)
H (-7.427294, 0.024789, 2.380293)
H (-3.856087, -2.138971, 2.444155)
H (-4.228344, -1.159788, 3.658154)
C (-3.369418, 6.959376, 1.759813)
O (-2.645093, 6.031870, 0.966255)
C (-2.909156, 6.098495, -0.425343)
C (-2.151802, 7.207943, -1.171102)
C (-2.730181, 8.602211, -0.950747)
N (-0.726702, 7.223757, -0.824800)
H (-4.372309, 7.136948, 1.362734)
H (-2.827898, 7.904333, 1.844004)
H (-3.464276, 6.543449, 2.762122)
H (-2.579562, 5.138933, -0.832278)
H (-3.989679, 6.160452, -0.607771)
H (-2.236637, 6.988462, -2.239451)
H (-2.461120, 9.013567, 0.021980)
H (-2.346469, 9.290848, -1.703915)
H (-3.819395, 8.594636, -1.030375)
H (-0.315454, 6.327749, -1.075143)
H (-0.658745, 7.249678, 0.190382)
C (-1.675560, -7.450988, 2.474896)
O (-0.687949, -6.432115, 2.478875)
C (-0.396011, -5.879612, 1.210396)
C (-1.388259, -4.808964, 0.730814)
C (-2.711761, -5.377578, 0.227618)
N (-1.663893, -3.815230, 1.773774)
H (-1.630958, -8.061837, 1.569396)
H (-2.672747, -7.019749, 2.593123)
H (-1.495995, -8.096331, 3.334950)
H (0.583889, -5.404814, 1.317897)
H (-0.279740, -6.676106, 0.462942)
H (-0.918033, -4.292352, -0.112132)
H (-3.367998, -5.682716, 1.042631)
H (-3.250247, -4.623666, -0.349149)
H (-2.549381, -6.239815, -0.422283)
H (-0.793512, -3.357634, 2.032348)
H (-1.931024, -4.321432, 2.615902)
C (-3.485157, 2.504254, 5.246383)
O (-4.787105, 2.744525, 4.743406)
C (-5.637447, 3.474756, 5.607009)
C (-5.425330, 4.996701, 5.571696)
C (-4.183069, 5.463111, 6.324485)
N (-5.367961, 5.505467, 4.197343)
H (-3.488175, 2.350490, 6.329283)
H (-2.809955, 3.322518, 4.986106)
H (-3.105901, 1.601282, 4.766678)
H (-6.653921, 3.268821, 5.258661)
H (-5.571755, 3.085087, 6.631669)
H (-6.290220, 5.451167, 6.064500)
H (-3.266085, 5.278896, 5.764956)
H (-4.234691, 6.537273, 6.504813)
H (-4.098871, 4.966528, 7.293559)
H (-6.242961, 5.290055, 3.726549)
H (-4.678398, 4.949458, 3.695054)
C (1.928618, 1.907147, -5.573383)
O (2.418070, 2.604652, -6.706325)
C (2.222041, 1.943666, -7.941891)
C (0.812374, 2.102644, -8.535325)
C (-0.240508, 1.236788, -7.849043)
N (0.367445, 3.499578, -8.517152)
H (2.035689, 0.824209, -5.680742)
H (0.883773, 2.164057, -5.385302)
H (2.504812, 2.227664, -4.705387)
H (2.934180, 2.402257, -8.634263)
H (2.500844, 0.884591, -7.859553)
H (0.866019, 1.779442, -9.579652)
H (-0.550060, 1.644497, -6.886885)
H (-1.135901, 1.170401, -8.467958)
H (0.127598, 0.221272, -7.687396)
H (1.013086, 4.060528, -9.066549)
H (0.489499, 3.846662, -7.568338)
C (2.699647, -10.206571, -0.881349)
O (1.588421, -10.999513, -1.257698)
C (1.118071, -11.887489, -0.260780)
C (0.201376, -11.244194, 0.791757)
C (0.948153, -10.406472, 1.826161)
N (-0.842269, -10.420443, 0.170814)
H (3.378146, -10.746513, -0.215001)
H (2.373595, -9.276914, -0.409039)
H (3.242012, -9.941958, -1.789101)
H (0.536555, -12.643676, -0.795701)
H (1.958436, -12.413172, 0.211420)
H (-0.288508, -12.060395, 1.331311)
H (1.252600, -9.434855, 1.436554)
H (0.309330, -10.213510, 2.688688)
H (1.840189, -10.925380, 2.183433)
H (-1.407193, -11.006509, -0.438161)
H (-0.380451, -9.778604, -0.470389)

Atoms 1-2, force components in eV/Å:
C 0.0 0.6 0.0
C -0.4 -1.3 0.4

Results of the Löwdin charge analysis, in e, for atoms 1 through 6: number 1, C, carries -0.1140; number 2, C, carries -0.2577; number 3, C, carries -0.2272; number 4, C, carries -0.2132; number 5, C, carries -0.2185; number 6, C, carries -0.2137



No. 2
Here is C39H96AsF15N7O19S3 as an isolated structure in a non-equilibrium geometry from the Open Molecules 2025 dataset. Energies are from ωB97M-V/def2-TZVPD.

* net charge: +2
* HOMO level (spin up / spin down): -0.243 / -0.373 Ha
* multiplicity: 2

Atoms and positions in Å:
C (-9.404500, 27.860530, 12.375460)
O (-9.764780, 26.579820, 12.502880)
C (-10.657670, 26.055230, 11.472010)
C (-11.371180, 24.732970, 11.794820)
N (-11.732760, 24.650090, 13.296370)
H (-10.891100, 24.901330, 13.794950)
H (-12.448820, 25.324600, 13.525270)
C (-12.016420, 23.208210, 13.766280)
C (-10.873200, 22.603350, 14.689210)
O (-10.656440, 23.533390, 15.738790)
C (-9.449610, 23.190880, 16.466120)
H (-8.995270, 27.946710, 11.368880)
H (-8.642320, 28.193640, 13.079890)
H (-10.209410, 28.592900, 12.313260)
H (-10.157980, 25.980900, 10.506150)
H (-11.405900, 26.790220, 11.175310)
H (-10.747590, 23.894000, 11.486020)
H (-12.180500, 24.809050, 11.068660)
H (-12.472090, 22.649640, 12.948680)
H (-12.911620, 23.444600, 14.341450)
H (-9.939090, 22.319970, 14.204200)
H (-11.111170, 21.649110, 15.159220)
H (-8.631950, 22.933210, 15.792960)
H (-9.663860, 22.325670, 17.093510)
H (-9.173240, 23.947350, 17.200610)
C (-5.091500, 18.554590, 13.220360)
O (-4.689720, 19.687750, 13.910370)
C (-3.692370, 20.585320, 13.308110)
C (-4.321350, 21.498130, 12.236840)
N (-5.365620, 22.437300, 12.823560)
H (-6.128510, 21.893610, 13.201050)
H (-4.994720, 22.860810, 13.662110)
C (-5.774140, 23.613040, 11.943430)
C (-6.861360, 24.508380, 12.663210)
O (-6.459960, 24.925890, 13.967350)
C (-7.286360, 25.960320, 14.584140)
H (-4.324910, 17.800490, 13.398610)
H (-5.197410, 18.753280, 12.153870)
H (-6.030510, 18.179490, 13.627390)
H (-2.776050, 20.135210, 12.926180)
H (-3.248370, 21.277830, 14.023220)
H (-4.724270, 20.939400, 11.392100)
H (-3.519550, 22.166550, 11.923100)
H (-6.230710, 23.169540, 11.058580)
H (-4.904300, 24.182900, 11.616700)
H (-7.802130, 23.982070, 12.824590)
H (-6.912070, 25.344850, 11.966180)
H (-6.870440, 26.163760, 15.570920)
H (-8.339200, 25.686440, 14.652160)
H (-7.091780, 26.960170, 14.196170)
C (-9.872880, 16.537740, 4.735730)
O (-9.715930, 17.853920, 5.331860)
C (-10.357750, 18.916650, 4.646870)
C (-11.878620, 18.972460, 4.929880)
N (-12.289230, 18.527000, 6.334050)
H (-13.299040, 18.513700, 6.348490)
H (-12.027130, 17.571010, 6.527650)
C (-11.658900, 19.248770, 7.511340)
C (-11.907360, 18.602050, 8.822950)
O (-11.229910, 17.382750, 8.858930)
C (-11.211340, 16.716910, 10.078880)
H (-9.472400, 16.577960, 3.722760)
H (-10.916530, 16.256310, 4.595360)
H (-9.380810, 15.806780, 5.377340)
H (-10.221520, 18.668940, 3.594160)
H (-9.798670, 19.770860, 5.028780)
H (-12.374220, 18.194260, 4.349460)
H (-12.297740, 19.916250, 4.581030)
H (-12.270450, 20.147310, 7.429230)
H (-10.598490, 19.436340, 7.342660)
H (-12.963020, 18.527280, 9.083890)
H (-11.507400, 19.259130, 9.595210)
H (-10.637940, 17.241140, 10.843410)
H (-10.843280, 15.697320, 9.964600)
H (-12.236070, 16.527250, 10.398330)
C (-12.863510, 19.883970, 20.290850)
O (-13.021110, 18.602660, 19.857830)
C (-12.460320, 18.206440, 18.608510)
C (-12.692100, 16.725200, 18.357000)
N (-14.141190, 16.374820, 18.857430)
H (-14.339000, 17.043790, 19.587800)
H (-14.854730, 16.664390, 18.203900)
C (-14.499730, 14.943500, 19.171450)
C (-14.905220, 14.768860, 20.649560)
O (-14.093360, 15.299670, 21.616080)
C (-14.737420, 15.413120, 22.827470)
H (-13.273160, 20.060180, 21.285450)
H (-13.265310, 20.634340, 19.609970)
H (-11.794840, 20.089920, 20.351060)
H (-11.385460, 18.386720, 18.591880)
H (-12.975180, 18.798020, 17.851500)
H (-11.915710, 16.162080, 18.874900)
H (-12.571070, 16.530770, 17.291330)
H (-13.606600, 14.369630, 18.924270)
H (-15.442100, 14.735210, 18.664850)
H (-15.037740, 13.700420, 20.819760)
H (-15.954870, 15.007800, 20.820550)
H (-14.120610, 15.581880, 23.710160)
H (-15.196480, 14.477670, 23.147320)
H (-15.355710, 16.309730, 22.871030)
C (-8.042550, 13.552120, 9.253580)
O (-8.496540, 14.776600, 9.738720)
C (-7.488740, 15.711420, 10.345340)
C (-7.214140, 15.451930, 11.818320)
N (-8.511130, 15.469620, 12.655350)
H (-9.050600, 16.311500, 12.797810)
H (-9.174670, 14.840340, 12.226600)
C (-8.467450, 14.967210, 14.153570)
C (-9.726810, 14.254510, 14.457230)
O (-9.977650, 13.534130, 13.264600)
C (-10.623180, 12.336470, 13.364310)
H (-7.837180, 12.863440, 10.073120)
H (-7.074370, 13.634270, 8.759650)
H (-8.855090, 13.116190, 8.672340)
H (-8.067380, 16.630860, 10.256410)
H (-6.604390, 15.793590, 9.713460)
H (-6.612660, 16.300170, 12.145150)
H (-6.803690, 14.445690, 11.902660)
H (-8.242000, 15.786600, 14.836120)
H (-7.664980, 14.244830, 14.004200)
H (-10.563360, 14.942580, 14.579070)
H (-9.614120, 13.656670, 15.361660)
H (-10.226060, 11.633820, 14.096900)
H (-10.505090, 11.901980, 12.371660)
H (-11.683150, 12.454760, 13.589170)
C (-13.747450, 14.731890, 15.348790)
O (-13.516520, 15.479730, 14.190930)
C (-14.725120, 15.907070, 13.505870)
C (-14.397250, 17.135810, 12.584680)
N (-13.909020, 18.218360, 13.536140)
H (-14.524230, 18.437930, 14.306460)
H (-13.178740, 17.701720, 14.005060)
C (-13.428930, 19.574800, 12.876430)
C (-14.428660, 20.326050, 11.941470)
O (-14.786180, 19.536680, 10.831400)
C (-15.716840, 20.085190, 9.876740)
H (-12.806750, 14.513930, 15.854430)
H (-14.275290, 13.802680, 15.134200)
H (-14.308240, 15.429050, 15.971360)
H (-15.540990, 16.172080, 14.178350)
H (-14.948320, 14.994770, 12.952710)
H (-15.294210, 17.514130, 12.094340)
H (-13.548300, 16.922020, 11.935310)
H (-12.501970, 19.367110, 12.341930)
H (-13.205090, 20.217800, 13.727630)
H (-13.893230, 21.193510, 11.555550)
H (-15.262530, 20.670340, 12.553200)
H (-15.436880, 21.075500, 9.517560)
H (-16.693790, 20.073810, 10.360010)
H (-15.685700, 19.313280, 9.107780)
As (-8.891460, 21.023380, 10.984860)
F (-10.521650, 21.359810, 11.622930)
F (-9.110550, 19.263500, 11.404780)
F (-7.257900, 20.629140, 10.280420)
F (-8.617970, 22.709850, 10.489570)
F (-8.058740, 21.467560, 12.522880)
F (-9.614860, 20.722480, 9.377800)
C (-11.858730, 22.165240, 23.581110)
F (-12.295160, 23.106700, 24.341500)
F (-12.242670, 20.920100, 23.998780)
F (-12.309670, 22.388770, 22.308490)
S (-9.933790, 22.349190, 23.524950)
O (-9.721340, 23.667950, 22.930030)
O (-9.471510, 22.151880, 24.855060)
N (-9.596500, 20.990430, 22.399750)
S (-8.650530, 21.548200, 21.376810)
O (-9.290820, 22.530840, 20.431140)
O (-7.362300, 21.947260, 21.950840)
C (-8.469130, 20.075180, 20.186170)
F (-7.705320, 19.152030, 20.732970)
F (-9.665620, 19.491130, 19.947370)
F (-7.889790, 20.489240, 19.051380)
C (-8.756960, 18.696860, 15.362570)
F (-8.766830, 19.422700, 16.490850)
F (-8.585690, 19.596890, 14.301990)
F (-7.746230, 17.842490, 15.435660)
S (-10.407780, 17.848790, 15.038600)
O (-10.452730, 17.339890, 13.662240)
O (-10.373720, 16.807430, 16.077730)
O (-11.535050, 18.793690, 15.139180)

Atoms 1-2, force components in eV/Å:
C 0.9 2.8 -2.3
O -2.3 -4.4 0.6

Results of the Löwdin charge analysis, in e, for atoms 1 through 6: number 1, C, carries -0.1587; number 2, O, carries -0.1991; number 3, C, carries -0.1595; number 4, C, carries -0.0636; number 5, N, carries 0.1041; number 6, H, carries 0.1380



No. 3
Here is C3BaLi2O3 as an isolated structure in a non-equilibrium geometry from the Open Molecules 2025 dataset. Energies are from ωB97M-V/def2-TZVPD.

* net charge: +2
* HOMO level (spin up / spin down): -0.416 / -0.416 Ha

Atoms and positions in Å:
O (1.382095, 0.230983, 2.431282)
C (1.812036, -0.546292, 1.681696)
O (2.309671, -1.456325, 1.146910)
Li (1.275497, -3.007473, 0.257103)
Li (-0.885043, 0.447633, 2.156443)
C (-0.608044, 0.701633, 0.181038)
C (-0.841537, 0.704651, -1.035675)
O (-1.230182, 0.678069, -2.278125)
Ba (-3.214493, 2.247120, -4.540672)

Atoms 1-2, force components in eV/Å:
O 0.5 -0.6 -0.9
C -0.6 0.9 1.9

Results of the Löwdin charge analysis, in e, for atoms 1 through 6: number 1, O, carries 0.1697; number 2, C, carries -0.4106; number 3, O, carries 0.1158; number 4, Li, carries 0.8893; number 5, Li, carries 0.6623; number 6, C, carries -0.2491



No. 4
Here is one molecule with the formula C3Br2O in a non-equilibrium geometry from the Open Molecules 2025 dataset. Energies are from ωB97M-V/def2-TZVPD.

* HOMO level: -0.370 Ha
* SMILES: O=C(Br)C#CBr

Atoms and positions in Å:
O (-1.610870, 1.593987, 0.013750)
C (-1.026535, 0.576854, -0.019436)
Br (-2.027900, -1.196718, 0.029552)
C (0.296274, 0.205204, -0.032314)
C (1.370026, -0.329109, -0.057596)
Br (2.999003, -0.850217, 0.066046)

Atoms 1-2, force components in eV/Å:
O 0.1 0.3 -0.1
C -2.2 -0.8 0.2

Löwdin analysis output, partial charges in e: number 1, O, carries 0.0983; number 2, C, carries -0.7598; number 3, Br, carries 0.6029; number 4, C, carries -0.1716; number 5, C, carries -0.6874; number 6, Br, carries 0.9176